Entry 1:
DFT (ωB97M-V/def2-TZVPD) results for a molecular structure, C24H34GaN5 at a distorted geometry.

Each line ends with the natural charge from an NBO analysis.
Element x y z (Å)
Ga -0.5955 0.0902 -0.0839  1.790
N -0.1797 1.0439 1.6968  -0.909
C -1.3828 1.5209 2.4187  -0.241
C -2.4162 2.1602 1.5062  -0.469
C -3.2250 1.1682 0.7430  -0.241
N -2.4287 0.8908 -0.5131  -0.913
H 0.3490 0.3279 2.2639  0.438
H 0.4584 1.8550 1.6144  0.448
H -1.1451 2.2449 3.2384  0.241
H -1.8240 0.6691 2.9697  0.216
H -2.0489 2.9749 0.7626  0.247
H -3.0726 2.7486 2.2406  0.276
H -4.2647 1.5762 0.5419  0.245
H -3.4451 0.2574 1.2926  0.210
H -2.2952 1.7348 -1.1121  0.452
H -3.0091 0.2826 -1.0758  0.423
C -0.6316 3.3768 -2.3011  -0.622
C 0.0259 3.4876 -0.9555  -0.431
C 1.4786 3.1141 -1.0397  0.043
C 2.4045 4.0247 -1.5796  -0.249
C 3.7861 3.7704 -1.3875  -0.178
C 4.1774 2.7429 -0.5129  -0.191
C 3.2935 1.7110 -0.2056  -0.072
C 3.7964 0.5228 0.5644  -0.419
C 5.2082 0.6917 1.1037  -0.607
C 1.9629 1.8063 -0.6026  0.097
N 1.1508 0.6430 -0.7328  -0.840
C 1.8250 -0.4614 -1.1597  -0.032
C 1.1515 -1.6961 -0.9758  0.038
C 1.6179 -3.0334 -1.4309  -0.138
C 0.7143 -3.9361 -0.9405  -0.267
C -0.3040 -3.2336 -0.0752  -0.036
N -0.0873 -1.7640 -0.4131  -0.841
H -0.6027 2.3654 -2.6956  0.200
H -0.0769 3.9670 -3.0287  0.254
H -1.6893 3.7241 -2.2368  0.197
H -0.4959 2.9291 -0.1898  0.148
H 0.0246 4.5197 -0.6320  0.237
H 2.1489 5.0570 -1.8671  0.234
H 4.5485 4.4544 -1.6990  0.230
H 5.1680 2.7833 0.0047  0.237
H 3.7934 -0.4572 -0.0641  0.232
H 3.1928 0.3061 1.4943  0.191
H 6.0398 0.7760 0.3305  0.220
H 5.3799 -0.1950 1.6881  0.221
H 5.2862 1.5325 1.7196  0.205
H 2.5597 -0.3641 -1.9862  0.239
H 2.4607 -3.2617 -2.0455  0.250
H 0.8027 -4.9705 -1.1328  0.237
H -0.1735 -3.4740 0.9862  0.210
N -3.4113 -2.1681 -0.9950  -0.747
C -2.8131 -2.9126 -0.0317  0.432
C -3.3660 -3.0031 1.2176  -0.389
C -3.1860 -4.1298 2.0004  0.018
C -2.5327 -5.2584 1.4250  -0.278
C -1.8557 -5.1805 0.2173  -0.040
C -1.6250 -3.8562 -0.4127  -0.334
H -4.3570 -1.8108 -0.7506  0.432
H -2.9924 -2.1498 -1.9241  0.440
H -3.9707 -2.2068 1.5566  0.226
H -3.4351 -4.0856 3.0692  0.256
H -2.7041 -6.2383 1.8905  0.264
H -1.4660 -6.0782 -0.2238  0.254
H -1.6964 -3.9259 -1.5439  0.259

Output
Frontier orbital gap (spin up / spin down) in eV: 3.847 / 3.431
Total charge: +2

Entry 2:
DFT (ωB97M-V/def2-TZVPD) results for 17 unconnected molecules or ions with the total composition C30H37Cl48F3N2O2PS at a distorted geometry.

Each line ends with the Löwdin charge.
Element x y z (Å)
C -1.1155 -4.8613 -2.9704  -0.130
C -1.2792 -3.4796 -2.0449  -0.239
C -0.4338 -2.2344 -2.7038  -0.245
C 0.0489 -1.1692 -1.5077  -0.076
C -0.7957 0.2353 -1.1661  0.096
C -2.1813 0.6585 -1.9254  -0.181
F -3.0402 -0.5169 -2.3332  0.010
F -1.7968 1.5152 -3.0882  0.009
F -3.1170 1.4963 -1.1017  0.021
C -0.0968 1.1822 0.0114  0.063
C -0.6901 2.6537 0.4946  -0.145
O -1.4840 2.5753 1.7318  -0.098
C -0.6207 2.9551 2.8882  -0.276
C -0.3107 1.7290 3.9721  -0.027
O -0.1034 4.1778 3.0825  -0.002
C 1.3017 0.7237 0.8048  0.064
C 1.9411 -0.7157 0.3525  -0.027
C 3.3427 -1.1528 1.1543  -0.203
N 4.5736 -0.6593 0.4130  -0.144
C 5.1930 0.5375 1.1213  -0.208
N 1.3205 -1.5848 -0.7621  -0.198
P 2.2212 -3.1212 -1.0724  0.446
S 3.9055 -2.8000 -2.0728  0.153
H -1.2394 -5.8315 -2.3168  0.093
H -1.9540 -4.8515 -3.8128  0.101
H -0.0637 -4.8932 -3.5048  0.024
H -2.4311 -3.2922 -1.9408  0.119
H -0.8673 -3.6983 -0.9710  0.098
H -1.1042 -1.6816 -3.5229  0.143
H 0.4963 -2.6470 -3.3288  0.045
H -1.2732 3.1435 -0.4176  0.155
H 0.2745 3.3417 0.6394  0.143
H 0.0101 2.2364 4.9803  -0.011
H -1.3175 1.1027 4.0925  0.074
H 0.5254 1.0680 3.4741  0.077
H 1.8115 1.3675 1.6495  0.102
H 3.3297 -0.5516 2.1860  0.132
H 3.3681 -2.2844 1.4491  0.108
H 5.3194 -1.3857 0.3456  0.095
H 4.4003 1.2673 1.6024  0.041
H 5.8264 1.1991 0.3656  0.065
H 5.9263 0.1330 1.9598  0.071
H 1.4854 -4.0702 -1.8798  -0.006
H 2.5079 -3.8315 0.1821  0.016
C -4.2074 2.8829 4.6988  -1.509
Cl -5.8553 3.3895 5.1079  0.547
Cl -3.0969 3.2433 6.0317  0.521
Cl -4.1672 1.1558 4.3052  0.521
H -3.8829 3.4443 3.8189  0.020
C 3.1755 -6.0930 -5.0460  -1.517
Cl 3.8915 -6.1847 -3.4278  0.503
Cl 1.5005 -6.6703 -5.0186  0.537
Cl 3.2521 -4.4353 -5.6670  0.511
H 3.7512 -6.7382 -5.7144  0.024
C -3.1982 2.0470 -6.0814  -1.551
Cl -1.6149 2.2925 -6.8381  0.512
Cl -4.2787 3.4033 -6.4455  0.530
Cl -3.9149 0.5187 -6.6201  0.515
H -3.0586 1.9991 -4.9984  -0.018
C 9.2402 1.7131 2.2294  -1.540
Cl 7.6083 2.3555 2.4821  0.552
Cl 10.1476 1.7037 3.7513  0.525
Cl 9.1671 0.0830 1.5386  0.503
H 9.7608 2.3638 1.5222  -0.058
C 13.0068 4.2566 2.0530  -1.495
Cl 12.0771 2.8770 1.4430  0.542
Cl 11.9371 5.4260 2.8454  0.532
Cl 14.2687 3.7109 3.1708  0.518
H 13.4880 4.7498 1.2046  0.024
C -7.9658 0.4877 3.2267  -1.534
Cl -8.8585 2.0180 3.1982  0.528
Cl -9.0464 -0.8553 3.6371  0.535
Cl -7.1781 0.1978 1.6663  0.516
H -7.1922 0.5546 3.9960  -0.038
C -12.3882 0.2184 2.3079  -1.539
Cl -13.2809 1.7487 2.2794  0.533
Cl -13.4688 -1.1246 2.7183  0.529
Cl -11.6004 -0.0715 0.7475  0.508
H -11.6146 0.2853 3.0772  -0.035
C -10.7092 0.6019 -2.7823  -1.526
Cl -10.4167 -0.9245 -3.6334  0.516
Cl -9.1760 1.3985 -2.3891  0.517
Cl -11.7338 1.6705 -3.7557  0.560
H -11.2317 0.3806 -1.8481  -0.047
C 3.0111 -0.3204 -4.9189  -1.473
Cl 2.6775 1.3479 -5.4142  0.548
Cl 4.6699 -0.4699 -4.3143  0.516
Cl 1.8505 -0.8479 -3.6883  0.602
H 2.9038 -0.9673 -5.7934  0.021
C -12.3671 0.9623 -7.2842  -1.557
Cl -10.7838 1.2078 -8.0409  0.510
Cl -13.4475 2.3187 -7.6483  0.516
Cl -13.0838 -0.5660 -7.8229  0.514
H -12.2275 0.9145 -6.2012  -0.065
C 11.5964 -2.6834 -0.3236  -1.507
Cl 9.9841 -2.8676 0.3878  0.488
Cl 11.4756 -2.3386 -2.0574  0.527
Cl 12.4988 -1.4026 0.5040  0.473
H 12.1384 -3.6239 -0.1965  0.023
C 5.0811 4.2421 0.1277  -1.523
Cl 6.1103 3.7646 -1.2333  0.538
Cl 4.6789 5.9649 0.0290  0.548
Cl 3.6066 3.2603 0.1671  0.537
H 5.6342 4.0702 1.0546  -0.011
C 1.1207 4.0112 7.3046  -1.507
Cl -0.5272 4.5179 7.7137  0.516
Cl 2.2312 4.3716 8.6374  0.539
Cl 1.1608 2.2841 6.9110  0.564
H 1.4451 4.5727 6.4247  0.024
C -10.9682 -4.5873 -1.2532  -1.532
Cl -9.2018 -4.5040 -1.3641  0.506
Cl -11.5774 -3.3785 -0.1098  0.495
Cl -11.7031 -4.3598 -2.8493  0.512
H -11.2438 -5.5789 -0.8852  0.019
C 16.3679 0.6928 1.4989  -1.508
Cl 17.0839 0.6010 3.1171  0.527
Cl 14.6929 0.1154 1.5262  0.462
Cl 16.4445 2.3504 0.8778  0.506
H 16.9436 0.0475 0.8304  0.022
C -6.7496 -3.4064 5.4385  -1.541
Cl -6.9905 -4.2868 3.9198  0.515
Cl -5.9594 -4.4423 6.6394  0.528
Cl -5.7983 -1.9374 5.1618  0.498
H -7.7289 -3.1146 5.8265  0.014

Output
Frontier orbital gap in eV: 6.441
Total charge: +1

Entry 3:
DFT (ωB97M-V/def2-TZVPD) results for C21H26N4O3S in the gas phase.

Each line ends with the natural charge from an NBO analysis.
Element x y z (Å)
C -5.7288 -3.7241 0.0993  -0.609
C -4.3507 -3.1425 0.3914  -0.412
C -4.4000 -1.8297 1.1753  -0.396
C -5.1496 -0.6900 0.4834  -0.412
C -4.5074 -0.2213 -0.8249  -0.242
N -3.1562 0.2748 -0.6355  -0.446
C -2.9162 1.4972 -0.0947  0.329
S -4.3063 2.5201 0.2574  0.287
C -3.4109 4.0593 0.6799  -0.625
C -2.7415 4.5616 -0.4867  0.272
N -2.2390 4.9442 -1.4385  -0.299
N -1.7631 1.9951 0.1690  -0.551
C -0.6529 1.2587 -0.1322  0.260
C 0.6130 1.7688 0.1627  -0.188
C 1.7441 1.0472 -0.1664  -0.095
C 3.0736 1.6389 0.1896  0.660
O 3.2339 2.3151 1.1877  -0.621
N 4.0589 1.3853 -0.6982  -0.608
C 5.4223 1.8078 -0.5040  -0.245
C 6.3310 0.6129 -0.1681  0.095
C 6.0320 -0.0062 1.2035  -0.435
C 6.2611 -1.4946 0.9554  -0.428
C 5.7918 -1.6281 -0.4909  -0.060
O 6.1518 -0.4202 -1.1358  -0.544
C 1.6242 -0.2109 -0.7723  -0.229
C 0.3822 -0.7285 -1.0554  -0.132
C -0.7682 -0.0002 -0.7456  -0.218
C -2.0880 -0.5409 -1.0438  0.675
O -2.2975 -1.5990 -1.5990  -0.603
H -6.3090 -3.8139 1.0159  0.198
H -6.2818 -3.1025 -0.6004  0.195
H -5.6293 -4.7136 -0.3404  0.214
H -3.7843 -3.8622 0.9874  0.202
H -3.8045 -2.9985 -0.5410  0.225
H -3.3750 -1.5104 1.3840  0.200
H -4.8854 -2.0122 2.1375  0.205
H -6.1695 -1.0005 0.2575  0.215
H -5.2120 0.1557 1.1725  0.211
H -5.1132 0.5761 -1.2671  0.218
H -4.4335 -1.0504 -1.5309  0.254
H -2.6903 3.8300 1.4656  0.287
H -4.1692 4.7632 1.0257  0.269
H 0.7046 2.7298 0.6428  0.244
H 3.8905 0.7914 -1.4943  0.407
H 5.7807 2.2895 -1.4177  0.204
H 5.4343 2.5229 0.3210  0.239
H 7.3766 0.9475 -0.2273  0.177
H 6.6745 0.4021 1.9794  0.224
H 4.9930 0.1808 1.4770  0.216
H 5.7026 -2.1346 1.6339  0.219
H 7.3225 -1.7338 1.0284  0.204
H 6.2638 -2.4511 -1.0315  0.191
H 4.7000 -1.7634 -0.5271  0.152
H 2.5051 -0.7942 -0.9980  0.213
H 0.2651 -1.6981 -1.5154  0.238

Output
Structure (SMILES): CCCCCn1c(SCC#N)nc2cc(C(=O)NC[C@H]3CCCO3)ccc2c1=O
Frontier orbital gap in eV: 8.818